DFT (ωB97M-V with the def2-TZVPD basis set) results for an isolated ion of composition C3H9N4O and charge +1.

Last column: Löwdin charge in e.
Positions of all 17 atoms, in Å:
N: -2.055 -1.390 0.252  -0.074
H: 2.130 0.614 -1.080  0.184
C: 0.129 1.304 -0.650  -0.061
H: 2.540 0.172 1.243  0.127
H: -1.097 0.583 0.968  0.158
H: -1.838 -1.713 1.219  0.114
H: -2.969 -1.659 -0.114  0.107
N: 1.564 -2.078 0.081  0.285
H: -0.072 1.270 -1.696  0.128
N: -1.194 -0.775 -0.502  -0.116
C: 1.090 -1.014 -0.202  0.004
H: 0.219 2.307 -0.311  0.131
H: -1.856 1.322 -0.485  0.179
N: -1.104 0.757 -0.040  0.019
O: 1.904 0.837 0.930  0.030
C: 1.372 0.420 -0.271  -0.350
H: 1.338 -3.068 0.135  0.135

Output
LUMO (spin up / spin down) ... -4.0 / -4.0 eV
Total charge ... +1
E_tot ... -11253.31416 eV
Max |F| ... 3.1 eV/A
Energy relative to the best compared isomer or geometry (same formula, charge and spin) ... 123.2 kcal/mol

---

DFT (ωB97M-V with the def2-TZVPD basis set) results for one molecule with the formula C25H33N7O4.

Last column: Löwdin charge in e.
Positions of all 69 atoms, in Å:
N: -1.706 -0.731 2.175  0.137
H: 6.474 2.368 -0.472  0.113
H: -6.973 -0.625 1.232  0.116
N: 2.440 0.802 0.675  0.168
C: -5.818 -0.803 -2.579  -0.195
C: -5.882 -0.691 1.158  -0.175
C: 3.186 1.729 0.128  -0.240
H: -1.422 3.030 -0.233  0.137
H: -1.206 -1.507 2.585  0.055
H: -4.985 -3.130 -1.781  0.125
C: 1.107 0.969 0.712  -0.194
H: 2.587 -4.532 0.736  0.118
N: 0.366 -0.001 1.308  0.056
H: 5.452 4.411 -1.485  0.109
O: 5.582 -3.571 -0.426  -0.129
C: 0.480 2.099 0.171  -0.049
H: -4.013 -2.360 0.360  0.123
H: 0.897 -3.327 1.465  0.108
N: -5.571 -1.089 -0.194  -0.167
C: -1.672 1.250 0.874  -0.038
H: 3.594 -0.950 -1.092  0.101
C: 4.831 3.657 -1.032  -0.046
C: -5.874 -0.104 -1.219  -0.159
C: 3.484 3.809 -1.001  -0.016
H: -3.463 -0.853 -0.422  0.114
C: 3.245 -4.058 0.006  -0.165
H: -6.880 0.284 -1.051  0.129
C: -0.930 2.191 0.235  0.082
H: -3.346 -0.054 2.173  0.081
C: -4.247 -2.312 -1.789  -0.200
H: -5.682 0.815 2.682  0.118
C: 0.691 -2.417 0.900  -0.145
H: -0.370 -2.411 0.641  0.105
C: 4.597 1.562 0.107  0.009
H: -5.544 -1.495 1.819  0.116
H: 2.960 4.661 -1.411  0.134
C: 1.252 3.131 -0.449  -0.347
H: 4.800 -3.768 1.469  0.127
H: 0.768 -1.382 2.819  0.123
O: 0.847 4.154 -0.957  0.090
C: 3.821 -2.017 -1.043  -0.167
H: 4.981 0.664 0.560  0.106
C: -4.243 -1.629 -0.419  -0.170
H: -5.970 -0.087 -3.389  0.124
H: -6.602 -1.576 -2.619  0.124
C: -1.023 0.111 1.500  -0.290
H: -5.636 1.471 1.029  0.111
C: 1.515 -2.415 -0.388  -0.194
H: 4.987 -5.257 0.492  0.126
C: 4.695 -4.206 0.464  -0.195
N: 2.672 2.876 -0.438  0.107
H: -3.261 -2.713 -2.029  0.120
O: -3.661 2.267 0.092  0.038
H: 2.110 -1.025 1.712  0.106
N: -3.868 0.671 1.680  0.070
H: 5.367 -1.714 0.426  0.116
H: 1.115 -3.168 -1.087  0.126
H: 5.970 -1.785 -1.261  0.127
C: 1.037 -1.206 1.774  -0.137
H: 1.417 -1.436 -0.864  0.117
H: -5.158 0.734 -1.216  0.117
C: 5.257 -2.209 -0.552  -0.203
H: 3.726 -2.453 -2.053  0.134
H: 3.118 -4.569 -0.966  0.132
C: -3.159 1.443 0.841  -0.473
C: -5.306 0.648 1.666  -0.154
N: 2.919 -2.646 -0.096  -0.172
O: -4.561 -1.397 -2.811  -0.131
C: 5.403 2.500 -0.458  -0.042

Output
LUMO ... -0.6 eV
SMILES string ... [H]/N=c1/c(C(=O)NCCN2CCOCC2)cc2c(=O)n3ccccc3nc2n1CCCN1CCOCC1
E_tot ... -45081.97706 eV
Max |F| ... 1.1 eV/A
Energy relative to the best compared isomer or geometry (same formula, charge and spin) ... 3.8 kcal/mol

---

DFT (ωB97M-V with the def2-TZVPD basis set) results for C24H25N5PbS3 as an isolated structure.

Last column: Löwdin charge in e.
Positions of all 58 atoms, in Å:
C: 1.015 -4.127 4.332  -0.190
C: 0.720 0.910 -2.643  -0.221
H: 0.696 4.101 -2.587  0.093
H: 3.972 3.100 -1.243  0.086
H: -3.650 4.086 -0.714  0.095
H: -2.097 4.066 -1.570  0.094
C: -1.724 0.935 -2.210  -0.207
C: 1.296 -5.571 6.689  -0.097
H: 3.764 2.313 -3.291  0.111
H: -3.776 -0.603 -4.456  0.106
C: -2.168 0.145 -3.286  -0.018
H: -2.151 4.423 0.173  0.077
C: 0.638 -3.772 1.881  -1.089
C: 1.848 1.757 -2.541  -0.222
C: -4.093 1.426 -1.804  -0.039
S: 0.538 -2.356 0.865  0.952
H: 0.142 -0.974 -3.510  0.097
C: 1.968 -0.323 -4.340  -0.080
C: 0.781 -1.336 2.247  -1.126
C: 3.105 2.718 -0.696  -0.101
H: 2.968 3.336 0.195  0.082
Pb: 0.031 2.114 0.142  1.188
H: 3.302 1.695 -0.382  0.099
H: 2.019 -1.182 -4.997  0.107
N: -2.413 2.400 -0.338  -0.374
H: -2.652 2.566 1.741  0.082
C: 0.725 -3.527 5.554  -0.024
N: -0.398 1.177 -1.841  -0.096
H: 1.450 4.781 -1.125  0.081
C: 1.598 4.112 -1.976  -0.085
H: 1.937 -7.180 5.422  0.104
C: -2.590 3.824 -0.628  -0.094
S: 0.813 0.394 2.107  0.360
H: -1.475 -0.387 -3.903  0.075
H: -4.836 1.943 -1.208  0.110
C: 0.866 -4.253 6.723  -0.086
H: 0.635 -3.782 7.669  0.102
C: -3.096 2.020 0.906  -0.094
S: 0.418 -5.292 1.249  0.574
C: 1.456 -5.443 4.285  -0.048
C: 0.865 -0.179 -3.515  -0.027
H: 0.396 -2.500 5.583  0.103
C: -4.492 0.655 -2.880  -0.091
C: 3.001 0.595 -4.312  -0.086
H: -2.969 0.952 1.078  0.103
N: 0.867 -3.341 3.147  -0.137
H: -4.165 2.251 0.876  0.087
C: -3.508 0.019 -3.612  -0.085
C: 2.938 1.619 -3.382  -0.033
H: 3.860 0.492 -4.960  0.102
H: -5.538 0.556 -3.134  0.101
H: 1.693 -5.908 3.344  0.044
H: 2.425 4.500 -2.582  0.096
H: 1.405 -6.136 7.606  0.099
C: -2.757 1.563 -1.470  -0.224
N: 1.876 2.759 -1.497  -0.363
C: 1.592 -6.156 5.469  -0.080
N: 0.932 -1.974 3.350  0.008

Output
LUMO ... 0.0 eV
E_tot ... -70497.16871 eV
Max |F| ... 0.5 eV/A
Energy relative to the best compared isomer or geometry (same formula, charge and spin) ... 18.3 kcal/mol

---

DFT (ωB97M-V with the def2-TZVPD basis set) results for C2H3O2P as an isolated structure.

Last column: Löwdin charge in e.
Positions of all 8 atoms, in Å:
C: 1.071 0.268 -0.291  -0.073
H: 0.747 1.138 -0.618  -0.045
C: 0.404 -0.688 0.320  -0.332
O: -2.849 0.855 -0.034  -0.401
P: -1.509 0.542 -0.530  0.901
O: -0.928 -0.588 0.481  -0.285
H: 2.131 -0.012 -0.283  0.077
H: 0.932 -1.513 0.956  0.157

Output
LUMO ... -0.4 eV
E_tot ... -15505.31352 eV
Max |F| ... 6.6 eV/A
Energy relative to the best compared isomer or geometry (same formula, charge and spin) ... 14.5 kcal/mol